Model i:
A cluster of 3 separate species, C3H14NO3 in total. Source: the OMol25 dataset; level of theory: wB97M-V/def2-TZVPD.

CARTESIAN COORDINATES (ANGSTROEM)
C1 -1.052 -1.263 0.147
O1 0.113 -1.965 -0.009
C2 -0.708 0.172 0.476
C3 -1.658 0.758 1.404
N1 0.655 0.043 1.341
H1 -1.578 -1.197 -0.937
H2 -1.683 -1.932 0.689
H3 0.008 -2.972 -0.098
H4 -0.363 0.890 -0.352
H5 -1.338 0.573 2.475
H6 -2.668 0.335 1.462
H7 -1.864 1.822 1.267
H8 0.548 -1.015 1.813
H9 1.449 -0.123 0.744
H10 0.743 0.706 2.004
H11 2.579 -0.367 -1.697
H12 2.478 1.182 -1.052
O2 2.270 0.279 -1.120
H13 0.191 1.979 -2.848
H14 1.358 1.014 -2.613
O3 0.518 1.083 -3.096

Properties
- HOMO-LUMO gap: 11.1 eV
- Total charge: +1
- LUMO: -3.24 eV
- Highest occupied orbital energy: -14.35 eV
- 2S+1: 1

Atomic partial charges in e from the natural (NBO) method, atoms 1 to 6: number 1, C, carries -0.109; number 2, O, carries -0.755; number 3, C, carries -0.036; number 4, C, carries -0.675; number 5, N, carries -0.714; number 6, H, carries 0.207

***

Model ii:
A cluster of 3 separate species, C3H14NO3 in total. Source: the OMol25 dataset; level of theory: wB97M-V/def2-TZVPD.

CARTESIAN COORDINATES (ANGSTROEM)
C1 -0.317 0.791 -1.171
O1 0.785 0.141 -0.588
C2 -1.450 0.877 -0.136
C3 -2.812 0.871 -0.849
N1 -1.316 -0.346 0.742
H1 -0.172 1.826 -1.501
H2 -0.670 0.223 -2.032
H3 1.648 0.510 -0.811
H4 -1.481 1.726 0.527
H5 -3.503 1.590 -0.426
H6 -3.207 -0.138 -1.027
H7 -2.691 1.150 -1.903
H8 -2.168 -0.610 1.240
H9 -1.114 -1.140 0.157
H10 -0.525 -0.218 1.407
H11 1.448 -0.495 2.552
H12 1.229 -1.675 1.669
O2 0.776 -1.165 2.362
H13 4.334 -0.422 -0.278
H14 3.645 -1.578 -0.870
O3 3.473 -0.648 -0.665

Properties
- HOMO-LUMO gap: 11.8 eV
- Total charge: +1
- LUMO: -2.95 eV
- Highest occupied orbital energy: -14.72 eV
- 2S+1: 1

Atomic partial charges in e from the natural (NBO) method, atoms 1 to 6: number 1, C, carries -0.082; number 2, O, carries -0.761; number 3, C, carries -0.068; number 4, C, carries -0.652; number 5, N, carries -0.685; number 6, H, carries 0.210

***

Least stable structure: model i

***

Model i:
The ion C2H3N2O2S with charge -1. Source: the OMol25 dataset; level of theory: wB97M-V/def2-TZVPD.

CARTESIAN COORDINATES (ANGSTROEM)
C1 -1.844 0.581 -0.237
C2 1.537 -0.172 -0.698
N1 1.086 -0.275 1.442
N2 0.786 -0.262 0.314
O1 -0.678 -0.211 -0.393
O2 -1.816 1.775 -0.046
S1 -3.111 -0.444 -0.281
H1 2.560 -0.649 -0.568
H2 1.153 -0.023 -1.714
H3 0.327 -0.320 2.179

Properties
- HOMO-LUMO gap: 7.2 eV
- Total charge: -1
- LUMO: 3.82 eV
- Highest occupied orbital energy: -3.40 eV
- 2S+1: 1

Atomic partial charges in e from the natural (NBO) method, atoms 1 to 6: number 1, C, carries 0.501; number 2, C, carries -0.337; number 3, N, carries -0.509; number 4, N, carries 0.207; number 5, O, carries -0.523; number 6, O, carries -0.662

***

Model ii:
A cluster of 2 separate species, C2H3N2O2S in total. Source: the OMol25 dataset; level of theory: wB97M-V/def2-TZVPD.

CARTESIAN COORDINATES (ANGSTROEM)
C1 -0.448 -1.614 2.393
C2 0.246 0.658 0.197
N1 -0.226 -1.482 -0.474
N2 -0.585 -0.247 -0.474
O1 -1.548 0.205 -1.073
O2 -0.636 -0.491 2.339
S1 -0.037 -3.097 2.533
H1 1.173 0.112 0.546
H2 0.255 1.736 0.036
H3 -0.976 -2.147 -0.835

Properties
- HOMO-LUMO gap: 5.3 eV
- Total charge: -1
- LUMO: 3.17 eV
- Highest occupied orbital energy: -2.15 eV
- 2S+1: 1

Atomic partial charges in e from the natural (NBO) method, atoms 1 to 6: number 1, C, carries 0.462; number 2, C, carries -0.552; number 3, N, carries -0.717; number 4, N, carries 0.289; number 5, O, carries -0.606; number 6, O, carries -0.419

***

Least stable structure: model i

***

Model i:
A structure of composition C8H7N3. Source: the OMol25 dataset; level of theory: wB97M-V/def2-TZVPD.

CARTESIAN COORDINATES (ANGSTROEM)
C1 1.919 -2.288 -1.354
C2 1.940 -1.340 -2.252
C3 0.667 -0.739 -0.601
C4 -0.201 0.098 0.177
C5 -0.873 -0.440 1.333
C6 -1.567 0.429 2.092
C7 -1.857 1.773 1.608
C8 -1.209 2.253 0.452
H1 2.577 -3.429 -1.180
H2 2.282 -0.948 -3.188
H3 0.938 0.897 -2.093
H4 -0.648 -1.288 1.500
H5 -2.274 0.123 3.092
H6 -2.490 2.629 2.452
H7 -1.084 3.215 0.298
N1 1.138 -0.291 -1.745
N2 1.164 -1.965 -0.281
N3 -0.421 1.310 -0.310

Properties
- HOMO-LUMO gap: 8.9 eV
- LUMO: 0.39 eV
- Highest occupied orbital energy: -8.48 eV
- 2S+1: 1

Atomic partial charges in e from the natural (NBO) method, atoms 1 to 6: number 1, C, carries -0.054; number 2, C, carries -0.149; number 3, C, carries 0.268; number 4, C, carries 0.190; number 5, C, carries -0.200; number 6, C, carries -0.167

***

Model ii:
The molecule C8H7N3. Source: the OMol25 dataset; level of theory: wB97M-V/def2-TZVPD.

CARTESIAN COORDINATES (ANGSTROEM)
C1 0.669 2.637 0.241
C2 0.489 2.637 1.582
C3 0.054 1.565 2.254
C4 -0.140 0.319 0.298
C5 0.305 1.398 -0.447
C6 -0.466 -0.955 -0.362
C7 -0.071 -2.890 -1.394
C8 -1.456 -2.676 -1.345
H1 1.055 3.317 -0.266
H2 0.909 3.422 2.193
H3 -0.255 1.516 3.245
H4 0.487 1.090 -1.584
H5 1.637 -1.673 -0.823
H6 0.320 -3.603 -1.933
H7 -2.131 -3.151 -1.867
N1 -0.286 0.363 1.707
N2 0.506 -1.865 -0.785
N3 -1.626 -1.449 -0.716

Properties
- HOMO-LUMO gap: 9.1 eV
- LUMO: 0.52 eV
- Highest occupied orbital energy: -8.58 eV
- 2S+1: 1

Atomic partial charges in e from the natural (NBO) method, atoms 1 to 6: number 1, C, carries -0.125; number 2, C, carries -0.261; number 3, C, carries 0.023; number 4, C, carries 0.118; number 5, C, carries -0.226; number 6, C, carries 0.272

***

Least stable structure: model i

***

Model i:
A cluster of 2 separate species, C4H14NO2 in total. Source: the OMol25 dataset; level of theory: wB97M-V/def2-TZVPD.

CARTESIAN COORDINATES (ANGSTROEM)
C1 -0.366 -1.484 -0.281
C2 -1.009 -0.200 -0.741
C3 -0.664 1.085 0.026
C4 -0.710 0.992 1.556
O1 -1.973 0.430 1.959
N1 1.179 -1.363 -0.300
H1 -0.581 -1.867 0.711
H2 -0.490 -2.237 -1.062
H3 -2.093 -0.360 -0.743
H4 -0.829 0.008 -1.795
H5 0.381 1.364 -0.172
H6 -1.279 1.843 -0.463
H7 -0.700 2.028 1.905
H8 0.101 0.382 1.941
H9 -2.637 0.778 1.360
H10 1.536 -1.034 0.625
H11 1.518 -2.328 -0.535
H12 1.477 -0.745 -1.075
H13 2.329 0.867 -2.547
H14 3.432 1.140 -1.591
O2 2.701 0.515 -1.726

Properties
- HOMO-LUMO gap (alpha / beta): 3.9 / 10.7 eV
- LUMO (alpha / beta): 0.66 / 0.34 eV
- Highest occupied orbital energy (alpha / beta): -3.19 / -10.39 eV
- 2S+1: 2

Atomic partial charges in e from the natural (NBO) method, atoms 1 to 6: number 1, C, carries -0.322; number 2, C, carries -0.433; number 3, C, carries -0.449; number 4, C, carries -0.079; number 5, O, carries -0.727; number 6, N, carries -1.044

***

Model ii:
A cluster of 3 separate species, C4H14NO2 in total. Source: the OMol25 dataset; level of theory: wB97M-V/def2-TZVPD.

CARTESIAN COORDINATES (ANGSTROEM)
C1 -2.741 -1.501 -0.713
C2 -1.505 -0.686 -1.140
C3 -0.365 -0.675 -0.224
C4 0.235 -1.693 0.424
N1 0.244 0.732 -0.079
H1 -3.699 -1.040 -1.061
H2 -2.704 -2.497 -1.155
H3 -2.892 -1.307 0.366
H4 -1.272 -1.046 -2.141
H5 -1.809 0.262 -1.601
H6 -0.247 -2.659 0.507
H7 1.284 -1.542 0.718
H8 1.305 0.593 0.026
H9 -0.225 1.378 0.711
H10 0.190 1.197 -0.983
H11 2.373 2.849 0.040
H12 3.216 1.959 -0.757
O1 2.281 2.053 -0.510
H13 2.869 1.067 2.608
H14 1.456 1.516 2.802
O2 2.006 1.041 2.161

Properties
- HOMO-LUMO gap (alpha / beta): 3.9 / 9.8 eV
- LUMO (alpha / beta): 0.74 / 0.44 eV
- Highest occupied orbital energy (alpha / beta): -3.12 / -9.36 eV
- 2S+1: 2

Atomic partial charges in e from the natural (NBO) method, atoms 1 to 6: number 1, C, carries -0.624; number 2, C, carries -0.496; number 3, C, carries 0.110; number 4, C, carries -0.464; number 5, N, carries -0.900; number 6, H, carries 0.216

***

Least stable structure: model ii

***

Model i:
A cluster of 2 separate species, C2H4ClNO in total. Source: the OMol25 dataset; level of theory: wB97M-V/def2-TZVPD.

CARTESIAN COORDINATES (ANGSTROEM)
C1 1.055 -0.228 0.135
C2 -0.995 0.953 0.207
N1 0.880 -1.451 0.161
O1 -1.724 0.523 -0.836
Cl1 2.446 0.624 -0.200
H1 -0.678 1.994 0.176
H2 -1.061 0.333 1.116
H3 1.606 -2.218 0.061
H4 -1.529 -0.530 -0.820

Properties
- HOMO-LUMO gap (alpha / beta): 8.3 / 8.3 eV
- LUMO (alpha / beta): 0.30 / 0.30 eV
- Highest occupied orbital energy (alpha / beta): -8.05 / -8.05 eV
- 2S+1: 1

Atomic partial charges in e from the natural (NBO) method, atoms 1 to 6: number 1, C, carries 0.106; number 2, C, carries 0.056; number 3, N, carries -0.740; number 4, O, carries -0.670; number 5, Cl, carries -0.009; number 6, H, carries 0.195

***

Model ii:
The molecule C2H4ClNO. Source: the OMol25 dataset; level of theory: wB97M-V/def2-TZVPD.

CARTESIAN COORDINATES (ANGSTROEM)
C1 0.641 -0.103 -0.229
C2 -0.695 -0.814 0.193
H1 0.047 1.786 0.521
H2 1.122 1.668 -0.761
H3 -0.645 -1.113 1.251
H4 -0.555 -1.869 -0.227
N1 0.745 1.248 -0.012
O1 1.627 -0.836 -0.419
Cl1 -2.286 0.033 -0.317

Properties
- HOMO-LUMO gap: 11.0 eV
- LUMO: 0.69 eV
- Highest occupied orbital energy: -10.35 eV
- 2S+1: 1

Atomic partial charges in e from the natural (NBO) method, atoms 1 to 6: number 1, C, carries 0.656; number 2, C, carries -0.479; number 3, H, carries 0.403; number 4, H, carries 0.391; number 5, H, carries 0.245; number 6, H, carries 0.256

***

Least stable structure: model i

***

Model i:
The molecule HNOP2. Source: the OMol25 dataset; level of theory: wB97M-V/def2-TZVPD.

CARTESIAN COORDINATES (ANGSTROEM)
N1 -0.622 -0.322 0.197
O1 -2.777 1.356 -0.685
P1 -1.568 -1.695 -0.105
P2 -2.333 0.624 0.500
H1 0.411 -0.156 0.092

Properties
- HOMO-LUMO gap: 7.1 eV
- LUMO: -1.40 eV
- Highest occupied orbital energy: -8.47 eV
- 2S+1: 1

How positive or negative is each atom? The natural (NBO) charges in e answer that: number 1, N, carries -1.179; number 2, O, carries -1.055; number 3, P, carries 0.545; number 4, P, carries 1.273; number 5, H, carries 0.416

***

Model ii:
The molecule HNOP2. Source: the OMol25 dataset; level of theory: wB97M-V/def2-TZVPD.

CARTESIAN COORDINATES (ANGSTROEM)
N1 0.686 -0.353 -0.231
O1 4.531 0.154 -0.213
P1 1.456 0.952 0.127
P2 3.300 -0.564 0.089
H1 -0.321 -0.107 -0.117

Properties
- HOMO-LUMO gap: 7.1 eV
- LUMO: -1.27 eV
- Highest occupied orbital energy: -8.36 eV
- 2S+1: 1

How positive or negative is each atom? The natural (NBO) charges in e answer that: number 1, N, carries -1.088; number 2, O, carries -0.976; number 3, P, carries 0.600; number 4, P, carries 1.100; number 5, H, carries 0.364

***

Least stable structure: model ii

***

Model i:
The molecule C8H12N2O2. Source: the OMol25 dataset; level of theory: wB97M-V/def2-TZVPD.

CARTESIAN COORDINATES (ANGSTROEM)
C1 -2.646 -1.177 0.075
C2 -3.590 0.879 -0.103
C3 -0.467 -0.489 1.521
C4 -1.716 -0.224 0.720
C5 -0.008 -0.414 0.069
C6 0.537 -1.640 -0.599
C7 1.990 1.034 -0.135
C8 0.466 0.865 -0.508
N1 -3.702 -0.412 -0.506
N2 -2.420 1.040 0.572
O1 -2.519 -2.385 -0.125
O2 -4.422 1.718 -0.308
H1 -0.263 0.376 2.082
H2 -0.569 -1.532 1.828
H3 -0.366 -2.115 -0.966
H4 1.182 -2.394 -0.026
H5 1.117 -1.168 -1.467
H6 2.503 0.238 -0.413
H7 2.176 1.074 1.018
H8 2.249 1.950 -0.709
H9 0.487 0.995 -1.630
H10 -0.148 1.762 -0.006
H11 -4.503 -0.977 -0.652
H12 -2.120 1.827 1.044

Properties
- HOMO-LUMO gap: 8.9 eV
- LUMO: 0.59 eV
- Highest occupied orbital energy: -8.33 eV
- 2S+1: 1

Atomic partial charges in e from the natural (NBO) method, atoms 1 to 6: number 1, C, carries 0.636; number 2, C, carries 0.773; number 3, C, carries -0.443; number 4, C, carries 0.026; number 5, C, carries 0.080; number 6, C, carries -0.663

***

Model ii:
The molecule C8H12N2O2. Source: the OMol25 dataset; level of theory: wB97M-V/def2-TZVPD.

CARTESIAN COORDINATES (ANGSTROEM)
C1 3.349 -0.764 0.433
C2 2.069 1.096 0.498
C3 0.928 1.707 1.282
C4 -0.497 1.275 0.894
C5 -0.855 -0.214 1.078
C6 -0.647 -1.042 -0.152
C7 -1.794 -0.866 -1.134
C8 -2.458 -1.743 -3.162
H1 1.962 1.031 -0.562
H2 2.981 1.647 0.665
H3 1.018 2.782 1.201
H4 1.188 1.392 2.301
H5 -0.673 1.540 -0.140
H6 -1.179 1.895 1.456
H7 -0.259 -0.613 1.879
H8 -1.908 -0.309 1.376
H9 -0.626 -2.112 0.103
H10 0.323 -0.845 -0.572
H11 -1.835 0.238 -1.401
H12 -2.765 -1.073 -0.646
N1 2.343 -0.280 0.982
N2 -1.557 -1.741 -2.288
O1 4.228 -1.288 -0.138
O2 -3.337 -1.712 -3.953

Properties
- HOMO-LUMO gap: 10.9 eV
- LUMO: 0.70 eV
- Highest occupied orbital energy: -10.22 eV
- 2S+1: 1

Atomic partial charges in e from the natural (NBO) method, atoms 1 to 6: number 1, C, carries 0.878; number 2, C, carries -0.213; number 3, C, carries -0.402; number 4, C, carries -0.396; number 5, C, carries -0.405; number 6, C, carries -0.401

***

Least stable structure: model i

***

Model i:
A cluster of 2 separate species, C5H12N2O3 in total. Source: the OMol25 dataset; level of theory: wB97M-V/def2-TZVPD.

CARTESIAN COORDINATES (ANGSTROEM)
C1 1.382 2.143 -0.464
C2 1.422 1.132 -1.608
N1 1.387 -0.241 -1.136
C3 0.261 -0.765 -0.842
N2 0.195 -1.852 -0.001
C4 -0.099 -0.161 2.213
O1 -0.924 0.717 2.144
O2 -0.892 -0.138 -1.125
C5 -2.146 -0.706 -0.782
H1 0.420 2.090 0.065
H2 2.192 1.951 0.254
H3 1.501 3.166 -0.849
H4 0.597 1.342 -2.308
H5 2.357 1.266 -2.172
H6 1.075 -2.333 0.123
H7 0.949 -0.069 1.880
H8 -2.310 -1.668 -1.289
H9 -2.238 -0.826 0.305
H10 -2.904 0.007 -1.123
H11 -0.645 -2.258 0.562
O3 -0.342 -1.402 2.892
H12 -1.237 -1.392 3.262

Properties
- HOMO-LUMO gap: 9.0 eV
- LUMO: 0.49 eV
- Highest occupied orbital energy: -8.50 eV
- 2S+1: 1

Atomic partial charges in e from the natural (NBO) method, atoms 1 to 6: number 1, C, carries -0.620; number 2, C, carries -0.231; number 3, N, carries -0.582; number 4, C, carries 0.702; number 5, N, carries -0.882; number 6, C, carries 0.644

***

Model ii:
The molecule C5H12N2O3. Source: the OMol25 dataset; level of theory: wB97M-V/def2-TZVPD.

CARTESIAN COORDINATES (ANGSTROEM)
C1 0.322 -0.778 -2.629
C2 0.379 -0.795 -1.113
O1 1.636 -1.310 -0.723
C3 0.136 0.612 -0.532
O2 -1.182 1.040 -0.803
C4 0.477 0.778 0.968
N1 0.208 2.146 1.344
C5 -0.226 -0.246 1.842
N2 -1.472 -0.293 2.186
H1 0.413 -1.798 -3.024
H2 -0.629 -0.354 -2.975
H3 1.144 -0.168 -3.030
H4 -0.425 -1.455 -0.736
H5 1.550 -1.648 0.178
H6 0.788 1.326 -1.058
H7 -1.812 0.386 -0.482
H8 1.550 0.566 1.083
H9 -0.722 2.442 1.059
H10 0.316 2.311 2.338
O3 0.248 -1.482 1.859
H11 -1.891 0.635 2.179
H12 -0.806 -1.915 2.070

Properties
- HOMO-LUMO gap: 10.5 eV
- LUMO: 0.55 eV
- Highest occupied orbital energy: -9.91 eV
- 2S+1: 1

Atomic partial charges in e from the natural (NBO) method, atoms 1 to 6: number 1, C, carries -0.622; number 2, C, carries 0.080; number 3, O, carries -0.728; number 4, C, carries 0.088; number 5, O, carries -0.717; number 6, C, carries -0.157

***

Least stable structure: model ii